1.
A structure of composition C16H10BrCaF5, computed with ωB97M-V with the def2-TZVPD basis set.

Geometry (Å):
1 C -2.422 -0.704 -0.708
2 C -2.274 -1.205 0.616
3 C -2.345 -0.109 1.528
4 H -2.205 -2.249 0.903
5 C -2.514 1.070 0.773
6 C -2.536 0.713 -0.606
7 H -2.693 1.399 -1.437
8 H -2.558 -1.306 -1.604
9 H -2.367 -0.183 2.617
10 H -2.704 2.066 1.180
11 Ca 0.124 -0.085 -0.321
12 Br 1.657 -2.108 -0.940
13 C 2.056 0.842 -3.875
14 C 0.947 1.642 -4.303
15 C -0.051 0.761 -4.848
16 H 0.884 2.736 -4.262
17 C 0.451 -0.579 -4.765
18 C 1.747 -0.528 -4.158
19 H 2.392 -1.389 -3.946
20 H 2.987 1.211 -3.434
21 H -1.005 1.066 -5.296
22 H -0.058 -1.482 -5.116
23 F 1.112 -2.488 2.200
24 C 1.057 -1.300 2.846
25 C 0.837 -0.120 2.166
26 C 0.914 1.043 2.894
27 F 0.879 2.251 2.258
28 C 1.086 1.041 4.299
29 F 1.152 2.226 4.946
30 C 1.233 -0.167 4.993
31 F 1.454 -0.182 6.327
32 C 1.251 -1.348 4.244
33 F 1.512 -2.534 4.829

Output
Total charge: -2
Relative energy (zero: lowest compared OMol25 entry of this formula, charge and spin) in kcal per mole: 15.7
E_tot in eV: -118823.5552


2.
A structure of composition C2H4N5, computed with ωB97M-V with the def2-TZVPD basis set.

Geometry (Å):
1 C 1.119 1.960 0.135
2 C 0.392 -0.291 0.077
3 N -2.250 1.540 -0.602
4 N 1.981 2.733 0.210
5 N -3.017 0.889 -0.009
6 N -3.825 0.277 0.520
7 N 0.144 1.123 0.042
8 H 1.086 -0.553 0.887
9 H -0.553 -0.812 0.247
10 H 0.819 -0.671 -0.868
11 H -0.978 1.423 -0.295

Output
Total charge: -1
Relative energy (zero: lowest compared OMol25 entry of this formula, charge and spin) in kcal per mole: 15.6
E_tot in eV: -9588.6005


3.
A structure of composition C41H33BrN3O4OsP, computed with ωB97M-V with the def2-TZVPD basis set.

Geometry (Å):
1 Os 0.109 0.107 -1.303
2 O -1.530 0.850 -2.218
3 C -2.697 0.290 -2.338
4 C -3.679 0.995 -3.075
5 C -4.947 0.502 -3.227
6 C -5.321 -0.723 -2.644
7 C -4.387 -1.430 -1.940
8 C -3.062 -0.966 -1.779
9 C -2.178 -1.809 -1.042
10 N -0.942 -1.554 -0.762
11 N -0.278 -2.457 0.061
12 C 0.963 -2.104 0.236
13 O 1.512 -1.055 -0.286
14 C 1.803 -2.910 1.160
15 C 1.226 -3.829 2.032
16 C 2.014 -4.505 2.949
17 C 3.385 -4.281 2.989
18 C 3.966 -3.386 2.102
19 C 3.177 -2.695 1.194
20 H -3.385 1.936 -3.520
21 H -5.667 1.062 -3.810
22 H -6.328 -1.101 -2.755
23 H -4.654 -2.376 -1.482
24 H -2.572 -2.752 -0.671
25 H 0.158 -3.992 1.984
26 H 1.558 -5.206 3.636
27 H 3.996 -4.796 3.719
28 H 5.036 -3.225 2.118
29 H 3.615 -1.983 0.508
30 C 2.812 0.999 1.720
31 C 1.913 0.630 2.865
32 C 2.466 0.462 4.131
33 C 1.676 0.236 5.246
34 C 0.298 0.181 5.116
35 C -0.277 0.317 3.864
36 C 0.517 0.532 2.737
37 P -0.286 0.821 1.122
38 C -2.053 0.414 1.377
39 C -2.262 -0.852 1.937
40 C -3.530 -1.379 2.087
41 C -4.625 -0.627 1.687
42 C -4.429 0.623 1.129
43 C -3.157 1.164 0.937
44 C -3.059 2.487 0.224
45 C -0.067 2.610 1.011
46 C -0.351 3.492 2.054
47 C -0.215 4.852 1.856
48 C 0.217 5.325 0.616
49 C 0.548 4.441 -0.394
50 C 0.443 3.061 -0.192
51 C 0.971 2.070 -1.162
52 H 3.832 0.669 1.913
53 H 2.826 2.087 1.602
54 H 2.483 0.558 0.783
55 H 3.542 0.530 4.240
56 H 2.136 0.113 6.218
57 H -0.332 0.036 5.984
58 H -1.352 0.264 3.765
59 H -1.406 -1.439 2.250
60 H -3.660 -2.371 2.501
61 H -5.628 -1.017 1.799
62 H -5.287 1.200 0.808
63 H -4.051 2.810 -0.090
64 H -2.434 2.402 -0.667
65 H -2.632 3.263 0.854
66 H -0.703 3.113 3.007
67 H -0.460 5.545 2.650
68 H 0.320 6.390 0.451
69 H 0.927 4.808 -1.340
70 H 1.988 1.801 -0.869
71 H 1.024 2.494 -2.165
72 Br 4.044 1.065 -7.714
73 C 3.730 -0.243 -6.387
74 C 4.447 -1.430 -6.403
75 N 4.283 -2.370 -5.480
76 C 3.399 -2.153 -4.510
77 C 2.643 -0.995 -4.420
78 C 2.811 -0.011 -5.384
79 C 1.705 -0.742 -3.282
80 O 0.716 -1.454 -3.073
81 O 1.938 0.273 -2.550
82 H 5.174 -1.628 -7.181
83 H 3.293 -2.941 -3.773
84 H 2.242 0.908 -5.341

Output
Total charge: 0
Relative energy (zero: lowest compared OMol25 entry of this formula, charge and spin) in kcal per mole: 32.2
E_tot in eV: -137511.9536


4.
A cluster of 2 separate species, C5H10O2 in total, computed with ωB97M-V with the def2-TZVPD basis set.

Geometry (Å):
1 C 1.642 -1.579 0.753
2 C -1.862 -0.177 -2.484
3 C -0.871 -0.033 -1.583
4 O -0.285 1.188 -1.449
5 C -0.214 -1.050 -0.733
6 C 1.073 -0.869 -0.416
7 H 1.145 -2.526 0.990
8 H 2.713 -1.751 0.856
9 H 1.424 -1.003 1.672
10 H -2.125 0.738 -3.006
11 H -2.458 -1.052 -2.659
12 H -0.613 1.933 -1.956
13 H -0.849 -1.833 -0.353
14 H 1.720 -0.187 -0.946
15 H 1.045 2.394 4.091
16 H 0.401 1.127 4.524
17 O 0.211 2.048 4.373

Output
Structure (SMILES): C=C(O)/C=C/C.O
Total charge: 0
Relative energy (zero: lowest compared OMol25 entry of this formula, charge and spin) in kcal per mole: 61.5
E_tot in eV: -9440.3769


5.
A cluster of 25 separate species, C8H62BClFN3O30P in total, computed with ωB97M-V with the def2-TZVPD basis set.

Geometry (Å):
1 C 0.579 -3.043 2.294
2 C 0.743 -2.252 1.370
3 C 0.641 -1.262 0.146
4 Cl 2.135 -1.627 -0.876
5 C 0.893 0.201 0.787
6 C 1.680 1.202 -0.153
7 C 1.046 1.453 -1.573
8 O 0.336 2.428 -1.848
9 O -0.291 0.787 1.386
10 C -1.457 0.677 0.551
11 B -2.702 1.322 1.437
12 N -3.080 0.827 2.794
13 O -3.472 2.443 0.958
14 C -1.844 -0.810 0.120
15 N -2.339 -1.670 1.164
16 F -2.908 -0.667 -0.823
17 N -0.634 -1.383 -0.626
18 P -0.937 -2.955 -1.427
19 O 0.023 -4.051 -1.109
20 O -2.475 -3.564 -1.190
21 O -0.837 -2.715 -3.092
22 H 0.168 -3.585 3.194
23 H 1.591 0.006 1.672
24 H 2.797 0.960 -0.261
25 H 1.667 2.228 0.389
26 H 1.231 0.696 -2.413
27 H -1.426 1.299 -0.403
28 H -2.299 0.309 3.216
29 H -3.903 0.213 2.648
30 H -3.081 3.201 1.460
31 H -3.370 -1.702 1.206
32 H -1.911 -1.499 2.076
33 H -0.525 -0.707 -1.422
34 H -2.385 -4.102 -0.367
35 H 0.031 -2.277 -3.287
36 O -5.359 -2.488 -2.528
37 H -4.514 -2.952 -2.472
38 H -5.117 -1.593 -2.808
39 O 1.494 3.262 2.424
40 H 0.979 2.707 3.022
41 H 1.219 4.162 2.647
42 O -0.407 1.556 -4.495
43 H -0.433 2.034 -3.651
44 H 0.256 2.028 -5.012
45 O -0.903 -1.661 -5.936
46 H -1.420 -2.236 -5.353
47 H -1.175 -0.768 -5.684
48 O -3.271 -3.521 -5.406
49 H -3.996 -3.577 -6.043
50 H -2.569 -4.051 -5.804
51 O 4.430 1.520 -1.076
52 H 5.273 1.054 -1.001
53 H 4.679 2.407 -1.372
54 O 4.241 4.420 -2.754
55 H 4.235 4.991 -3.531
56 H 3.391 3.964 -2.794
57 O -5.607 0.258 3.820
58 H -6.123 -0.301 4.419
59 H -5.872 1.156 4.051
60 O -0.445 5.142 3.910
61 H -0.961 4.585 4.509
62 H -0.719 6.040 4.132
63 O 4.716 -0.247 -3.759
64 H 4.689 0.225 -2.916
65 H 5.391 0.219 -4.268
66 O -4.990 0.351 -3.613
67 H -5.013 0.803 -2.759
68 H -4.321 0.834 -4.114
69 O -3.822 -2.091 -8.117
70 H -3.165 -2.156 -7.410
71 H -3.302 -1.873 -8.899
72 O -2.872 5.931 2.441
73 H -2.020 5.477 2.508
74 H -2.640 6.820 2.144
75 O -7.243 -0.551 6.199
76 H -7.757 -1.111 6.793
77 H -7.512 0.346 6.433
78 O 5.718 -2.941 -2.359
79 H 4.945 -2.767 -1.808
80 H 5.532 -2.474 -3.185
81 O -2.113 2.842 5.374
82 H -3.052 2.834 5.592
83 H -1.925 1.931 5.119
84 O 1.531 -2.968 -4.798
85 H 0.806 -3.025 -5.437
86 H 2.234 -3.496 -5.195
87 O 6.268 2.894 0.626
88 H 5.741 2.347 1.222
89 H 6.005 3.797 0.842
90 O 7.173 -3.331 0.135
91 H 6.467 -3.420 -0.516
92 H 7.896 -3.868 -0.209
93 O 4.953 -3.558 2.434
94 H 5.594 -3.640 1.715
95 H 4.465 -4.389 2.413
96 O 4.865 -0.509 3.125
97 H 3.913 -0.525 3.292
98 H 5.086 -1.430 2.930
99 O -5.562 -2.410 1.439
100 H -5.588 -3.371 1.367
101 H -6.486 -2.159 1.562
102 O 2.490 0.991 4.065
103 H 2.842 0.809 4.943
104 H 2.801 1.885 3.870
105 O 3.763 2.735 5.656
106 H 4.046 3.489 6.187
107 H 4.516 2.130 5.686

Output
Total charge: +1
E_tot in eV: -100396.9356


Number 1: HOMO-LUMO gap 5.5 eV. Number 2: HOMO-LUMO gap 8.5 eV. Number 3: HOMO-LUMO gap 6.9 eV. Number 4: HOMO-LUMO gap 9.0 eV. Number 5: HOMO-LUMO gap 9.5 eV.